1.
Here is a structure of composition C46H42BrN8O2P3W from the Open Molecules 2025 dataset. Energies are from wB97M-V/def2-TZVPD.

Element x y z (Å)
W -1.0388 -0.0665 -0.1654
C -2.0533 2.8097 1.2341
P -0.7118 1.6450 1.6820
C 0.8165 2.6099 1.8624
C 2.0158 2.1408 1.3407
C 3.2006 2.8298 1.5535
C 3.1894 4.0025 2.2927
C 1.9954 4.4848 2.8145
C 0.8161 3.7891 2.6087
C -1.0423 1.1328 3.3944
C 0.0244 0.8044 4.2305
C -0.2061 0.3507 5.5184
C -1.5047 0.2336 5.9933
C -2.5698 0.5839 5.1798
C -2.3422 1.0277 3.8867
C -2.1166 2.8187 -0.2564
C -2.4572 3.7945 -1.1388
C -2.2719 3.2712 -2.4556
C -1.8140 2.0017 -2.3180
C -1.3232 0.9809 -3.2821
P 0.2107 0.4629 -2.4196
C 1.2151 1.9568 -2.6588
C 1.2016 2.9706 -1.7103
C 1.8448 4.1745 -1.9562
C 2.4892 4.3806 -3.1652
C 2.4728 3.3880 -4.1371
C 1.8340 2.1851 -3.8922
C 1.0086 -0.8407 -3.4042
C 2.3708 -0.7867 -3.7150
C 2.9670 -1.7977 -4.4509
C 2.2110 -2.8714 -4.9007
C 0.8499 -2.9187 -4.6366
C 0.2537 -1.9028 -3.9047
N -1.7048 1.6778 -0.9563
H -1.8850 3.8074 1.6396
H -2.9809 2.4278 1.6687
H 2.0064 1.2545 0.7136
H 4.1262 2.4683 1.1248
H 4.1082 4.5480 2.4570
H 1.9867 5.3994 3.3907
H -0.1014 4.1592 3.0485
H 1.0440 0.9425 3.8896
H 0.6291 0.1145 6.1638
H -1.6838 -0.1099 7.0025
H -3.5821 0.5178 5.5532
H -3.1923 1.3010 3.2759
H -2.7935 4.7863 -0.8866
H -2.4491 3.7873 -3.3839
H -1.0698 1.4200 -4.2483
H -2.0111 0.1449 -3.4275
H 0.6614 2.8405 -0.7859
H 1.8269 4.9533 -1.2055
H 2.9889 5.3193 -3.3616
H 2.9528 3.5540 -5.0917
H 1.8132 1.4331 -4.6696
H 2.9706 0.0566 -3.3974
H 4.0196 -1.7345 -4.6914
H 2.6755 -3.6543 -5.4842
H 0.2393 -3.7297 -5.0086
H -0.8157 -1.9342 -3.7604
Br -4.6451 0.7788 -1.5020
C -4.5044 -0.1404 0.1238
C -5.7091 -0.5986 0.6627
C -5.6982 -1.3448 1.8201
C -4.4703 -1.6502 2.3954
C -3.3325 -1.1753 1.7859
N -3.3171 -0.3921 0.6802
C -1.9952 -1.6221 2.2672
O -1.7800 -2.2347 3.2780
O -1.0471 -1.3497 1.3798
H -6.6266 -0.3806 0.1376
H -6.6214 -1.7152 2.2424
H -4.3703 -2.2650 3.2776
N -1.8543 -1.4927 -1.3376
C -2.5947 -2.1845 -1.9406
C -3.4377 -3.0094 -2.5880
C -2.9029 -3.8402 -3.6097
N -2.4071 -4.4420 -4.4546
C -4.7949 -3.0293 -2.1675
N -5.8677 -2.9659 -1.7599
C 3.9151 -2.2391 1.5676
N 2.6043 -2.5607 2.2900
C 2.1188 -3.9481 1.8111
N 2.0091 -3.9857 0.3995
C 3.2776 -3.6357 -0.2330
N 3.7309 -2.3024 0.1648
C 2.8821 -1.2369 -0.3720
P 1.1410 -1.3911 0.2417
C 1.5774 -1.5003 2.0459
C 0.8970 -3.1852 -0.1105
H 4.6385 -2.9843 1.9001
H 4.2228 -1.2447 1.8933
H 2.7805 -2.6111 3.2955
H 1.1617 -4.1289 2.3009
H 2.8699 -4.6557 2.1645
H 3.1595 -3.6659 -1.3151
H 4.0352 -4.3644 0.0597
H 2.8893 -1.3155 -1.4556
H 3.3018 -0.2637 -0.1060
H 0.6912 -1.7460 2.6308
H 1.9848 -0.5480 2.3941
H 0.8137 -3.3182 -1.1929
H -0.0411 -3.5111 0.3420

As for the charge: +2. As for the gap between HOMO and LUMO: 6.42 eV. The value obtained for the lowest unoccupied orbital energy is -0.2359 Eh. The HOMO energy comes out at -0.472 Eh.

***

2.
Here is a structure of composition C46H45Cr2N9O3 at a distorted geometry from the Open Molecules 2025 dataset. Energies are from wB97M-V/def2-TZVPD.

Element x y z (Å)
Cr -2.9560 0.0215 -0.0195
Cr 2.6525 -0.9045 0.7643
C -0.4594 -0.5216 -0.0458
O -1.0491 0.0248 -0.9903
O -1.2047 -0.7884 0.9223
O 0.7529 -0.6608 0.0046
N -4.0822 0.7719 -1.7524
C -5.3436 0.3439 -2.1527
C -5.8744 0.4165 -3.4753
C -5.1028 1.0627 -4.4416
C -3.8390 1.5714 -4.0820
C -3.3795 1.4339 -2.7760
H -5.9937 -0.1592 -1.4523
H -6.8239 -0.0148 -3.7562
H -5.4587 1.1135 -5.4601
H -3.1756 1.9957 -4.8211
H -2.3421 1.6048 -2.5291
N -1.5291 -0.9178 -5.4651
C -1.2993 -1.3847 -6.7590
C -0.0375 -1.7347 -7.2744
C 1.0440 -1.5030 -6.4882
C 0.9053 -1.0742 -5.1389
C -0.4039 -0.8178 -4.6870
H -2.1644 -1.4049 -7.4051
H 0.0608 -1.9930 -8.3184
H 2.0375 -1.6053 -6.8990
H 1.7160 -0.7043 -4.5287
H -0.5580 -0.4814 -3.6724
N -2.7128 2.1853 0.7831
C -1.7127 2.9984 0.2606
C -1.4864 4.3354 0.5865
C -2.4766 4.9973 1.4406
C -3.4385 4.1783 1.9819
C -3.5755 2.8437 1.5869
H -0.9576 2.4864 -0.3174
H -0.6550 4.8303 0.1068
H -2.4305 6.0529 1.6640
H -4.1757 4.5151 2.6958
H -4.3605 2.2619 2.0470
N -0.0435 2.5496 -2.9845
C -0.0804 3.8367 -2.9210
C 0.9421 4.5958 -2.2659
C 1.9999 4.0016 -1.7147
C 2.0586 2.6293 -1.7878
C 1.0381 1.8880 -2.4175
H -0.9830 4.3682 -3.1839
H 0.8308 5.6584 -2.1080
H 2.8142 4.6174 -1.3625
H 2.9520 2.0636 -1.5681
H 0.9919 0.8093 -2.4447
N 2.5752 1.3016 1.4767
C 1.3992 1.9658 1.8995
C 1.3968 3.2479 2.3926
C 2.6222 3.9184 2.4760
C 3.7893 3.2764 2.1625
C 3.7304 1.9554 1.6776
H 0.5014 1.3772 1.7820
H 0.5196 3.8461 2.5905
H 2.6564 4.9670 2.7324
H 4.7162 3.8257 2.2373
H 4.7125 1.5747 1.4389
N -3.2902 -0.5445 5.3411
C -2.9259 -0.0057 6.5471
C -2.0610 1.0927 6.6410
C -1.5597 1.6859 5.4976
C -1.8498 1.0900 4.2819
C -2.7623 0.0456 4.2373
H -3.3802 -0.3925 7.4473
H -1.7634 1.4355 7.6210
H -0.9670 2.5707 5.6772
H -1.4973 1.6028 3.3991
H -2.9410 -0.3696 3.2565
N 2.3186 -3.2753 0.8470
C 1.0652 -3.8268 0.7957
C 0.8679 -5.1808 0.8497
C 1.9193 -6.0268 0.9021
C 3.2409 -5.5071 0.9346
C 3.3903 -4.1174 0.9003
H 0.2793 -3.0875 0.7484
H -0.1312 -5.5907 0.8665
H 1.7738 -7.0938 0.9843
H 4.1016 -6.1532 1.0247
H 4.3724 -3.6708 0.9503
N 2.2871 -1.1690 2.9553
C 3.2825 -1.1889 3.8955
C 3.1568 -1.4365 5.2444
C 1.9535 -1.6454 5.7441
C 0.8363 -1.5813 4.8328
C 1.0378 -1.2858 3.4780
H 4.2803 -1.0428 3.5090
H 3.9888 -1.3882 5.9313
H 1.7702 -1.7541 6.8028
H -0.1807 -1.7748 5.1405
H 0.1671 -1.3864 2.8470
N 1.9011 -5.4668 -2.5481
C 0.7342 -4.8443 -2.7290
C 0.5961 -3.4995 -2.7396
C 1.7527 -2.6907 -2.6070
C 2.9868 -3.3141 -2.4471
C 2.9860 -4.6962 -2.3944
H -0.1132 -5.5114 -2.7884
H -0.3609 -3.0099 -2.8437
H 1.6739 -1.6138 -2.6294
H 3.8983 -2.7836 -2.2145
H 3.9143 -5.2467 -2.4338

As for the charge: +1. As for the gap between HOMO and LUMO (alpha / beta): 3.21 / 7.02 eV. As for the multiplicity: 10. The value obtained for the lowest unoccupied orbital energy (alpha / beta) is -0.1249 / -0.1305 Eh. The HOMO energy (alpha / beta) comes out at -0.243 / -0.388 Eh.

***

3.
Here is a structure of composition C46H45CrN9O3 at a distorted geometry from the Open Molecules 2025 dataset. Energies are from wB97M-V/def2-TZVPD.

Element x y z (Å)
Cr 1.3307 -0.3677 0.8207
C -0.2214 0.0693 -0.7420
O -0.1930 -1.2336 -0.5635
O 0.9275 0.5293 -1.2410
O -0.6205 0.7391 0.3206
N -0.4396 2.5154 -4.8469
C -0.3213 1.4775 -4.0292
C -0.2776 0.1580 -4.4737
C -0.4115 -0.0967 -5.8220
C -0.4829 0.9799 -6.6956
C -0.5021 2.2536 -6.1532
H -0.4385 1.6609 -2.9680
H -0.2125 -0.6678 -3.7759
H -0.4642 -1.1152 -6.1873
H -0.5900 0.8974 -7.7688
H -0.5174 3.1280 -6.7964
N -1.5079 -4.9428 -2.5041
C -1.5089 -3.6183 -2.4103
C -2.6445 -2.8371 -2.5767
C -3.8368 -3.4780 -2.8675
C -3.8501 -4.8567 -2.9834
C -2.6697 -5.5429 -2.7403
H -0.5629 -3.1298 -2.2083
H -2.5822 -1.7610 -2.4916
H -4.7300 -2.8818 -3.0141
H -4.7716 -5.4003 -3.1451
H -2.6685 -6.6282 -2.7489
N 1.5910 1.5230 2.1188
C 0.6441 1.7795 3.0133
C 0.5013 3.0006 3.6456
C 1.4316 3.9761 3.3452
C 2.3834 3.7549 2.3554
C 2.4109 2.5066 1.7596
H -0.0954 0.9997 3.1621
H -0.3088 3.1372 4.3467
H 1.3275 4.9802 3.7424
H 3.0480 4.5623 2.0860
H 3.1168 2.2800 0.9708
N 2.3744 -2.9719 0.3786
C 1.9844 -3.3488 -0.8466
C 2.0240 -4.6569 -1.2775
C 2.5430 -5.6379 -0.4390
C 2.9844 -5.2534 0.8178
C 2.9376 -3.9081 1.1361
H 1.4865 -2.5732 -1.4212
H 1.6148 -4.9921 -2.2221
H 2.5444 -6.6734 -0.7510
H 3.3604 -5.9665 1.5387
H 3.2827 -3.5525 2.1053
N 2.1104 5.9919 -2.8106
C 1.8894 6.4289 -1.5695
C 1.3337 5.6495 -0.5672
C 1.0584 4.3242 -0.8413
C 1.3308 3.8384 -2.1109
C 1.8526 4.7093 -3.0540
H 2.1132 7.4825 -1.4379
H 1.2139 6.1100 0.4071
H 0.7334 3.5759 -0.1293
H 1.1532 2.7999 -2.3527
H 2.0464 4.3822 -4.0698
N -6.1497 -2.1780 1.1362
C -5.9687 -1.3469 2.1581
C -4.7748 -0.6721 2.3602
C -3.6871 -0.9354 1.5414
C -3.8571 -1.8659 0.5315
C -5.1120 -2.4364 0.3447
H -6.8395 -1.0961 2.7541
H -4.7052 0.0563 3.1606
H -2.7393 -0.4526 1.7490
H -3.0509 -2.1470 -0.1333
H -5.3223 -3.1733 -0.4213
N 3.4969 -0.2043 0.4868
C 4.4377 -0.0765 1.4127
C 5.7872 0.0413 1.1197
C 6.1780 -0.1012 -0.2046
C 5.2148 -0.3640 -1.1607
C 3.8856 -0.3737 -0.7835
H 4.1257 -0.0778 2.4526
H 6.4786 0.1731 1.9393
H 7.2298 0.0227 -0.4309
H 5.4905 -0.5119 -2.1953
H 3.0794 -0.5146 -1.4948
N -3.0613 5.1583 2.5082
C -1.9693 4.6210 1.9926
C -1.9635 3.3660 1.3914
C -3.1386 2.6337 1.3858
C -4.2609 3.1520 1.9977
C -4.1638 4.4214 2.5531
H -1.0791 5.2410 1.9599
H -1.0750 2.9973 0.8989
H -3.0987 1.6269 0.9834
H -5.1644 2.5695 2.1226
H -4.9987 4.8904 3.0639
N 0.9516 -1.4440 2.6635
C 0.0615 -2.4193 2.4713
C -0.3752 -3.2831 3.4677
C 0.1652 -3.1226 4.7300
C 1.1323 -2.1449 4.9410
C 1.4550 -1.3115 3.8961
H -0.3519 -2.4885 1.4671
H -1.0931 -4.0611 3.2584
H -0.1793 -3.7365 5.5533
H 1.5832 -2.0308 5.9157
H 2.1711 -0.5096 4.0399

As for the energy above the lowest of the compared OMol25 structures with the same formula, charge and spin: 0.000 eV. As for the gap between HOMO and LUMO (alpha / beta): 7.12 / 7.66 eV. As for the multiplicity: 5. The value obtained for the lowest unoccupied orbital energy (alpha / beta) is -0.0016 / -0.0052 Eh. The HOMO energy (alpha / beta) comes out at -0.263 / -0.287 Eh.

***

4.
Here is a structure of composition C46H45FN10O3RbSe at a distorted geometry from the Open Molecules 2025 dataset. Energies are from wB97M-V/def2-TZVPD.

Element x y z (Å)
Rb -1.1067 1.8613 0.2050
N -2.5475 6.7191 1.1004
C -2.0210 5.5046 0.8470
N -2.3581 4.3978 1.4116
C -3.3886 4.4302 2.3485
N -3.8980 3.3733 2.8688
N -3.2588 2.1790 2.5723
C -4.0141 1.3139 2.0290
C -3.5497 -0.0779 1.8267
C -4.4915 -1.0600 1.5362
C -4.0726 -2.3729 1.4035
C -2.7296 -2.6587 1.5696
C -1.8628 -1.6090 1.8400
N -2.2478 -0.3464 1.9596
C -3.9672 5.7329 2.7335
C -4.9415 5.8624 3.7252
C -5.4598 7.1010 4.0385
C -5.0120 8.2383 3.3646
C -4.0472 8.1343 2.3852
C -3.5300 6.8779 2.0765
H -2.2354 7.5112 0.5643
H -1.2538 5.4831 0.0817
H -5.0409 1.5471 1.7450
H -5.5332 -0.7912 1.4203
H -4.7850 -3.1550 1.1757
H -2.3515 -3.6690 1.4830
H -0.7988 -1.7928 1.9588
H -5.2763 4.9682 4.2319
H -6.2159 7.1930 4.8062
H -5.4206 9.2093 3.6109
H -3.6907 9.0111 1.8585
C 2.8830 1.9652 2.7038
C 2.3925 2.9883 1.7168
C 1.7758 4.1558 2.1566
C 1.2984 5.0921 1.2504
C 1.4137 4.8655 -0.1139
C 2.0250 3.7023 -0.5621
C 2.5185 2.7794 0.3468
H 3.6837 1.3614 2.2737
H 2.0725 1.2946 2.9998
H 3.2727 2.4379 3.6056
H 1.6718 4.3356 3.2205
H 0.8355 6.0004 1.6173
H 1.0286 5.5790 -0.8318
H 2.1075 3.5112 -1.6245
H 2.9827 1.8692 -0.0120
F 4.9044 -2.2010 2.2162
C 3.8794 -2.5539 1.4027
C 2.9159 -1.6313 1.1070
C 1.8866 -1.9485 0.2236
C 0.9033 -0.8981 -0.1232
O 0.9257 0.1947 0.4388
C -0.0603 -1.2929 -1.1238
C -0.0767 -2.5642 -1.5730
N 0.8022 -3.5489 -1.1976
C 0.7043 -4.8567 -1.7881
C 0.3414 -6.0211 -0.9065
C -0.6500 -5.4846 -1.8959
C 1.8324 -3.2341 -0.3351
C 2.8147 -4.1740 0.0074
C 3.8489 -3.8440 0.8653
N 4.8338 -4.8345 1.1492
C 5.6801 -5.2809 0.0538
C 5.8633 -6.7985 0.2011
N 5.6438 -7.1366 1.6567
C 6.3231 -6.1321 2.5435
C 5.5793 -4.7920 2.3975
C -1.0851 -0.3043 -1.6648
O -2.2845 -0.6243 -1.5498
O -0.5998 0.7598 -2.1035
H 2.9550 -0.6359 1.5309
H -0.8355 -2.8740 -2.2789
H 1.4051 -5.0406 -2.5960
H 0.1616 -5.7971 0.1364
H 0.8085 -6.9756 -1.1083
H -1.4879 -4.9291 -1.4988
H -0.8596 -6.0593 -2.7857
H 2.7629 -5.1793 -0.3875
H 6.6526 -4.7723 0.0648
H 5.2094 -5.0602 -0.9001
H 6.8618 -7.1413 -0.0627
H 5.1237 -7.3640 -0.3623
H 5.9541 -8.0857 1.8604
H 4.6381 -7.0777 1.8328
H 7.3536 -6.0787 2.1973
H 6.3123 -6.5086 3.5631
H 6.3191 -3.9887 2.4433
H 4.8807 -4.6500 3.2212
C -3.9282 1.9677 -2.8766
N -2.7718 2.1801 -3.7260
C -1.8820 3.1862 -3.6177
Se -1.9460 4.6437 -2.4893
N -0.8987 2.9489 -4.5142
C -1.1221 1.7543 -5.1766
C -0.4031 1.0655 -6.1373
C -0.9264 -0.1464 -6.5620
C -2.1208 -0.6479 -6.0403
C -2.8394 0.0462 -5.0780
C -2.3184 1.2591 -4.6632
H -4.0234 2.8297 -2.2216
H -3.7712 1.0519 -2.3054
H -4.8223 1.8843 -3.4946
H -0.1052 3.5596 -4.5947
H 0.5267 1.4497 -6.5347
H -0.3980 -0.7163 -7.3151
H -2.4967 -1.5983 -6.3960
H -3.7501 -0.3520 -4.6537

As for the energy above the lowest of the compared OMol25 structures with the same formula, charge and spin: 0.416 eV. As for the charge: +1. As for the gap between HOMO and LUMO: 5.32 eV. The value obtained for the lowest unoccupied orbital energy is -0.1166 Eh. The HOMO energy comes out at -0.312 Eh.

***

> Number 1 is which compound?

C46H42BrN8O2P3W